One molecule with the formula C5H4N4O in a non-equilibrium geometry, computed with wB97M-V/def2-TZVPD.

## Properties
- Highest occupied orbital energy: -9.08 eV
- Relative energy (zero: lowest compared OMol25 entry of this formula, charge and spin): 102.0 kJ/mol
- SMILES: Oc1[nH]cnc2nncc1-2
- Max |F|: 2.9 eV Å⁻¹
- DFT total energy: -487.15120 Eh
- Spin multiplicity: 1

Last columns: bonded neighbours and bond lengths (Å).
Atoms and positions in Å:
1 O 1.83363 2.34971 1.11413  C2 1.366, H11 0.978
2 C 1.24984 1.25875 0.53516  O1 1.366, N3 1.430, C10 1.312
3 N 1.92955 0.54822 -0.50247  C2 1.430, C4 1.419, H12 1.006
4 C 1.37971 -0.64616 -1.03540  N3 1.419, N5 1.297, H13 1.075
5 N 0.28541 -1.18189 -0.59092  C4 1.297, C6 1.376
6 C -0.36935 -0.51032 0.41538  N5 1.376, N7 1.292, C10 1.438
7 N -1.52148 -0.73648 0.95440  C6 1.292, N8 1.393
8 N -1.83716 0.23707 1.89917  N7 1.393, C9 1.300
9 C -0.85814 1.09260 1.92603  N8 1.300, C10 1.431, H14 1.076
10 C 0.13711 0.71676 0.96942  C2 1.312, C6 1.438, C9 1.431
11 H 1.49113 2.38140 2.02963  O1 0.978
12 H 2.64928 1.04260 -1.00117  N3 1.006
13 H 1.86995 -1.09340 -1.88053  C4 1.075
14 H -0.83099 1.94962 2.57563  C9 1.076